Below is 2 unconnected molecules or ions with the total composition C3H6NO2, with properties calculated with ωB97M-V/def2-TZVPD.

```
12
Properties=species:S:1:pos:R:3
C 2.08 -1.19 0.27
C 0.58 0.37 -0.49
N 1.72 -0.13 -0.67
H 3.13 -1.47 0.12
H 1.99 -0.87 1.31
H 1.48 -2.09 0.11
H 0.23 1.16 -1.15
H -0.17 0.09 0.27
O -3.92 1.33 -0.28
C -2.77 1.02 0.08
O -2.38 0.17 0.91
H -1.97 1.60 -0.47
```

Values from the calculation:
relative energy (zero: lowest compared OMol25 entry of this formula, charge and spin)	32.5	kcal/mol
net charge	-1
HOMO level	-4.050	eV
LUMO level	3.77	eV
spin multiplicity	1